(1)
{
  "formula": "C32H29AsN2O3PtS3",
  "method": "ωB97M-V/def2-TZVPD",
  "multiplicity": 1,
  "molar_mass_g_mol": 855.796,
  "e_tot_ev": -139354.073,
  "total_charge": 2,
  "e_above_lowest_kcal_mol": 1.7,
  "elements": ["Pt", "C", "C", "C", "C", "C", "C", "C", "S", "O", "O", "N", "C", "C", "C", "C", "C", "N", "H", "H", "H", "H", "H", "H", "H", "H", "H", "H", "H", "C", "O", "C", "S", "S", "H", "H", "H", "C", "C", "C", "C", "C", "C", "As", "C", "C", "C", "C", "C", "C", "C", "C", "C", "C", "C", "C", "H", "H", "H", "H", "H", "H", "H", "H", "H", "H", "H", "H", "H", "H", "H"],
  "coordinates": [[-0.115, 0.494, 1.309], [5.812, -2.860, 4.803], [4.595, -2.022, 4.531], [3.380, -2.608, 4.187], [2.255, -1.835, 3.950], [2.363, -0.455, 4.065], [3.562, 0.162, 4.419], [4.668, -0.629, 4.639], [0.969, 0.548, 3.867], [0.627, 1.246, 5.059], [-0.136, -0.329, 3.262], [1.249, 1.578, 2.606], [0.309, 2.661, 2.689], [0.450, 3.861, 3.345], [-0.615, 4.746, 3.279], [-1.770, 4.413, 2.569], [-1.845, 3.193, 1.932], [-0.815, 2.341, 2.012], [5.627, -3.914, 4.607], [6.115, -2.755, 5.846], [6.651, -2.534, 4.189], [3.310, -3.686, 4.114], [1.306, -2.295, 3.707], [3.622, 1.239, 4.515], [5.609, -0.166, 4.909], [1.359, 4.082, 3.886], [-0.550, 5.702, 3.783], [-2.604, 5.097, 2.509], [-2.708, 2.876, 1.362], [2.040, -0.213, -3.118], [1.984, -0.948, -1.857], [1.302, -0.471, -0.883], [1.233, -1.246, 0.608], [0.437, 0.992, -0.887], [2.656, -0.818, -3.770], [2.499, 0.758, -2.949], [1.034, -0.115, -3.519], [-5.352, 2.468, -0.973], [-5.698, 1.448, -0.098], [-4.734, 0.555, 0.351], [-3.418, 0.691, -0.080], [-3.070, 1.710, -0.967], [-4.039, 2.597, -1.410], [-2.140, -0.616, 0.505], [-1.913, -1.866, -0.924], [-1.242, -3.073, -0.731], [-1.106, -3.956, -1.791], [-1.630, -3.635, -3.037], [-2.305, -2.437, -3.224], [-2.451, -1.548, -2.169], [-2.891, -1.457, 2.043], [-3.247, -2.800, 2.041], [-3.773, -3.362, 3.197], [-3.934, -2.589, 4.336], [-3.577, -1.245, 4.333], [-3.049, -0.675, 3.187], [-6.106, 3.162, -1.321], [-6.721, 1.342, 0.237], [-5.012, -0.238, 1.033], [-2.057, 1.817, -1.328], [-3.769, 3.387, -2.100], [-0.838, -3.337, 0.238], [-0.595, -4.898, -1.641], [-1.523, -4.330, -3.860], [-2.727, -2.195, -4.191], [-2.993, -0.623, -2.320], [-3.145, -3.401, 1.147], [-4.061, -4.405, 3.202], [-4.344, -3.033, 5.233], [-3.707, -0.645, 5.224], [-2.768, 0.371, 3.188]],
  "forces_ev_per_angstrom": [[-0.2, -0.6, 0.1], [0.0, 0.0, 0.0], [0.1, 0.0, 0.0], [0.0, 0.0, 0.0], [0.0, 0.0, 0.0], [0.1, 0.0, -0.1], [0.0, 0.0, 0.0], [0.0, 0.0, 0.0], [-0.3, 0.1, -0.3], [-0.1, -0.1, 0.1], [0.2, 0.6, 0.3], [0.0, 0.1, 0.1], [-0.2, -0.3, -0.1], [0.0, 0.1, 0.0], [-0.1, 0.0, -0.1], [0.1, 0.1, 0.1], [0.1, -0.1, 0.0], [0.3, 0.0, 0.1], [0.0, 0.0, 0.0], [0.0, 0.0, 0.0], [0.0, 0.0, 0.0], [0.0, 0.0, 0.0], [0.0, 0.0, 0.0], [0.0, 0.0, 0.0], [0.0, 0.0, 0.0], [0.0, 0.0, 0.0], [0.0, 0.0, 0.0], [0.0, 0.0, 0.0], [0.0, 0.0, 0.0], [0.0, 0.0, 0.0], [0.0, -0.1, -0.1], [0.3, 0.2, -0.4], [0.0, -0.3, 0.2], [-0.1, 0.3, 0.1], [0.0, 0.0, 0.0], [0.0, 0.0, 0.0], [0.0, 0.0, 0.0], [0.0, 0.0, 0.0], [0.0, 0.0, 0.0], [0.0, 0.0, 0.1], [0.0, 0.0, 0.0], [-0.1, 0.0, 0.0], [0.0, 0.0, 0.0], [0.0, 0.0, -0.1], [0.0, 0.0, 0.0], [0.0, 0.0, 0.0], [0.0, 0.0, 0.0], [0.0, 0.0, 0.0], [0.0, 0.0, 0.0], [0.0, 0.0, 0.0], [0.2, 0.0, 0.1], [-0.1, -0.1, 0.0], [0.0, 0.0, 0.0], [0.0, 0.0, 0.0], [0.0, 0.0, 0.0], [-0.1, -0.1, 0.0], [0.0, 0.0, 0.0], [0.0, 0.0, 0.0], [0.0, 0.0, 0.0], [0.1, 0.0, 0.0], [0.0, 0.0, 0.0], [0.0, 0.0, 0.0], [0.0, 0.0, 0.0], [0.0, 0.0, 0.0], [0.0, 0.0, 0.0], [0.0, 0.0, 0.0], [0.0, 0.0, 0.0], [0.0, 0.0, 0.0], [0.0, 0.0, 0.0], [0.0, 0.0, 0.0], [0.0, 0.0, 0.0]]
}

(2)
{
  "formula": "C5H32N2O10",
  "method": "ωB97M-V/def2-TZVPD",
  "multiplicity": 1,
  "molar_mass_g_mol": 280.315,
  "e_tot_ev": -29144.361,
  "total_charge": 2,
  "e_above_lowest_kcal_mol": 85.4,
  "elements": ["C", "O", "C", "C", "C", "C", "N", "N", "H", "H", "H", "H", "H", "H", "H", "H", "H", "H", "H", "H", "H", "H", "H", "H", "O", "H", "H", "O", "H", "H", "O", "H", "H", "O", "H", "H", "O", "H", "H", "O", "H", "H", "O", "H", "H", "O", "H", "H", "O"],
  "coordinates": [[-2.471, 1.288, -0.164], [-2.551, 0.122, -0.959], [-1.019, 1.301, 0.052], [-0.401, 0.117, 0.724], [-0.477, 0.175, 2.224], [-1.536, 0.513, 2.959], [0.874, -0.220, 2.780], [-0.319, 1.495, -1.324], [-2.974, 1.095, 0.867], [-3.045, 2.115, -0.598], [-3.375, -0.380, -0.816], [-0.738, 2.245, 0.581], [0.598, -0.117, 0.202], [-1.040, -0.762, 0.367], [-2.395, 1.136, 2.636], [-1.618, 0.325, 4.134], [1.587, -0.019, 2.046], [0.984, -1.240, 2.943], [1.224, 0.369, 3.612], [-0.693, 0.786, -2.038], [-0.730, 2.429, -1.670], [0.672, 1.403, -1.205], [-3.703, -2.460, -2.894], [-2.898, -3.799, -2.805], [-3.123, -2.994, -2.374], [0.254, -3.056, 2.092], [1.148, -3.771, 3.155], [0.772, -2.886, 2.883], [-1.310, 4.859, -0.848], [-0.015, 4.663, -1.655], [-0.742, 4.189, -1.168], [1.810, -0.760, -3.790], [3.412, -0.947, -3.672], [2.637, -1.072, -3.195], [-2.364, -2.716, 0.861], [-1.524, -3.041, -0.390], [-1.466, -2.652, 0.538], [0.312, -1.122, -5.184], [-0.502, -1.606, -3.888], [0.163, -0.932, -4.151], [3.496, -1.071, 1.143], [3.003, 0.141, 0.381], [3.061, -0.197, 1.269], [3.218, 1.308, -1.288], [2.811, -0.229, -1.744], [2.648, 0.575, -1.171], [3.194, 1.485, 2.907], [2.638, 2.362, 4.043], [2.514, 1.556, 3.592]],
  "forces_ev_per_angstrom": [[-2.3, -2.0, 1.9], [-1.7, -0.9, -0.8], [2.5, 3.5, -0.1], [-0.8, -1.7, -1.7], [1.2, -0.2, 0.2], [0.0, 0.3, 3.0], [-0.9, 0.8, 0.9], [-3.9, -0.2, -1.2], [0.8, 0.4, -1.8], [0.8, 0.3, -0.1], [0.5, 0.5, -0.2], [-0.1, -0.6, -0.3], [-1.1, 0.5, 1.6], [1.0, 1.0, 0.7], [0.6, -1.1, -0.2], [0.8, 0.6, -2.7], [-0.1, -0.2, 0.4], [-0.3, 0.0, 0.3], [-0.8, -0.9, -1.3], [0.9, 0.8, 1.4], [1.5, -0.9, 0.6], [1.1, 0.2, -0.4], [-0.6, 0.0, -0.8], [-0.2, -0.9, -0.9], [0.8, 0.8, 1.7], [-0.4, -0.2, -0.3], [-0.6, 1.5, -0.4], [0.8, -1.6, 0.5], [-1.1, 1.2, 0.5], [-1.1, -0.5, 0.7], [2.2, -0.5, -1.3], [2.4, -1.2, 2.0], [2.2, 0.3, -1.6], [-4.1, 0.5, 0.0], [-0.4, -0.2, 0.2], [0.0, 0.7, 1.7], [0.3, -1.0, -1.8], [-0.7, 0.6, 3.4], [0.7, 0.4, -0.2], [-0.3, -0.9, -3.5], [-0.3, 0.8, 0.5], [-0.2, 0.5, -1.3], [0.9, -1.4, 1.1], [1.3, 0.7, -0.8], [0.1, 1.0, -0.6], [-1.6, -1.0, 0.9], [0.0, 0.0, 0.2], [0.4, 1.5, 0.9], [0.0, -1.0, -0.8]]
}

(3)
{
  "formula": "C16H20NOPtS",
  "method": "ωB97M-V/def2-TZVPD",
  "multiplicity": 5,
  "molar_mass_g_mol": 469.487,
  "e_tot_ev": -34527.768,
  "total_charge": -1,
  "elements": ["Pt", "C", "C", "C", "H", "C", "C", "H", "H", "H", "H", "C", "C", "C", "H", "C", "C", "H", "H", "H", "H", "O", "C", "C", "C", "C", "C", "H", "H", "H", "H", "H", "H", "H", "H", "H", "H", "S", "C", "N"],
  "coordinates": [[-0.310, 0.011, 1.326], [1.789, 2.380, 2.142], [1.977, 1.066, 2.605], [1.815, 0.140, 1.451], [2.334, 0.731, 3.584], [1.562, 1.014, 0.275], [1.597, 2.370, 0.739], [1.569, 3.244, 0.089], [1.890, 3.272, 2.757], [2.207, -0.878, 1.391], [1.683, 0.708, -0.754], [-2.259, 1.775, 1.100], [-1.831, 2.590, 0.039], [-1.638, 1.792, -1.142], [-1.691, 3.670, 0.051], [-1.900, 0.459, -0.804], [-2.262, 0.369, 0.639], [-2.852, -0.445, 1.061], [-2.652, 2.100, 2.066], [-1.519, 2.159, -2.176], [-2.089, -0.335, -1.517], [-0.127, -1.190, -0.453], [0.362, -1.806, -1.914], [0.774, -3.126, -1.158], [1.448, -0.999, -2.590], [-0.926, -1.956, -2.685], [0.130, -2.543, 0.091], [1.860, -3.253, -1.040], [0.292, -4.043, -1.516], [-0.836, -3.009, 0.335], [0.807, -2.537, 0.964], [2.011, -1.571, -3.355], [2.155, -0.678, -1.811], [0.971, -0.111, -3.031], [-0.907, -2.780, -3.427], [-1.187, -1.023, -3.202], [-1.715, -2.181, -1.972], [-0.398, 0.131, 3.572], [-0.887, 1.703, 3.965], [-1.248, 2.779, 4.304]],
  "forces_ev_per_angstrom": [[0.5, 1.7, -0.7], [0.5, 0.6, -1.2], [1.1, -1.0, -1.3], [0.8, 1.3, -0.6], [-0.4, 0.4, -0.5], [0.3, -1.8, 2.1], [0.2, 0.8, 1.7], [-0.2, -0.2, 0.3], [-0.2, -0.2, -0.2], [0.1, 0.4, 0.1], [-0.3, 0.1, 0.3], [-0.3, -3.2, 0.6], [0.6, 0.0, -2.7], [-0.6, 1.0, 0.7], [-0.1, -0.3, 0.2], [-1.6, 0.5, 0.6], [-1.1, 2.2, -0.8], [0.0, 0.3, -0.1], [0.5, -0.1, -0.4], [0.3, -0.2, 0.8], [0.3, 0.3, 0.4], [1.9, -3.0, -2.3], [-0.3, -0.9, 1.0], [-0.3, 1.2, -0.1], [-0.2, 0.3, 0.7], [0.0, -0.1, -0.5], [-0.1, -0.3, 0.2], [-0.4, 0.0, -0.3], [0.2, 0.3, -0.1], [0.3, 0.1, 0.2], [-0.5, 0.2, -0.3], [-0.6, 0.1, 0.4], [0.0, -0.2, -0.5], [0.4, -0.1, -0.1], [0.3, 0.4, 0.4], [0.1, -0.2, 0.0], [-0.2, -0.3, -0.1], [-1.0, 0.1, 2.3], [-0.9, 2.0, 0.8], [0.9, -2.4, -0.9]]
}